No. 1
Molecular formula: C4H10N2
Method: DFT, wB97M-V/def2-TZVPD

Net charge: 0
HOMO-LUMO gap, eV: 7.9
SMILES: C=NCCCN
Electronic energy, a.u.: -267.7884
HOMO energy, eV: -7.8991

Positions of all 16 atoms, in Å:
C -1.217 -0.576 -0.473
C -0.308 -0.290 0.771
C 1.130 -0.168 0.317
C 2.234 1.677 -0.661
N 1.281 0.845 -0.722
N -2.493 -1.072 0.014
H -1.182 0.264 -1.155
H -0.821 -1.474 -0.981
H -0.535 -1.037 1.545
H -0.722 0.654 1.151
H 1.819 0.045 1.136
H 1.441 -1.166 -0.027
H 3.187 1.529 -1.234
H 2.237 2.565 -0.016
H -2.810 -0.968 0.963
H -3.242 -0.829 -0.626

Results of the natural (NBO) charge analysis, in e, for atoms 1 through 5: -0.21 -0.41 -0.21 0.16 -0.56

=====

No. 2
Molecular formula: C4H10N2
Method: DFT, wB97M-V/def2-TZVPD

Net charge: +1
HOMO-LUMO gap (alpha / beta), eV: 9.6 / 5.6
Multiplicity: 2
Electronic energy, a.u.: -267.5603
⟨S²⟩: 0.76
HOMO energy (alpha / beta), eV: -13.4543 / -13.4113

Positions of all 16 atoms, in Å:
C 0.746 0.428 -1.354
C 0.610 -0.621 -0.193
C -0.238 -0.267 1.049
C -1.054 -1.274 1.408
N 0.191 0.829 1.663
N -0.499 0.849 -1.922
H 1.337 1.288 -0.919
H 1.564 0.216 -2.018
H 1.710 -0.604 0.170
H 0.410 -1.686 -0.393
H -1.652 -1.175 2.301
H -1.550 -1.782 0.653
H 0.620 1.424 0.923
H -0.242 1.193 2.506
H -0.773 0.234 -2.634
H -1.181 0.948 -1.239

Results of the natural (NBO) charge analysis, in e, for atoms 1 through 5: -0.23 -0.50 0.28 -0.14 -0.59

=====

No. 3
Molecular formula: C4H10N2O
Method: DFT, wB97M-V/def2-TZVPD

Net charge: -1
HOMO-LUMO gap (alpha / beta), eV: 3.5 / 7.3
Multiplicity: 2
Electronic energy, a.u.: -343.0403
⟨S²⟩: 0.75
HOMO energy (alpha / beta), eV: 0.8019 / -3.2240

Positions of all 17 atoms, in Å:
N -0.092 -0.321 1.369
C 0.021 -0.397 -0.065
C 0.930 0.907 -0.473
C 1.966 1.176 0.665
O 2.820 0.463 1.161
C -1.322 -0.269 -0.874
N -2.160 -1.416 -0.568
H 0.382 0.353 1.891
H 0.158 -1.193 1.870
H 0.560 -1.303 -0.547
H 1.641 0.906 -1.370
H 0.327 1.968 -0.580
H 2.015 2.251 0.925
H -1.203 -0.135 -1.953
H -1.829 0.677 -0.671
H -1.691 -2.268 -1.080
H -2.524 -1.398 0.300

Results of the natural (NBO) charge analysis, in e, for atoms 1 through 5: -0.89 -0.11 -0.54 0.05 -0.76

=====

No. 4
Molecular formula: C4H10N2O
Method: DFT, wB97M-V/def2-TZVPD

Net charge: 0
HOMO-LUMO gap, eV: 10.0
SMILES: CCN(CC)N=O
Electronic energy, a.u.: -342.9804
HOMO energy, eV: -9.1610

Positions of all 17 atoms, in Å:
C -2.158 0.727 0.831
C -1.385 -0.040 -0.313
C 1.222 0.480 -0.327
C 2.560 -0.211 -0.238
H -2.197 0.047 1.863
H -1.823 1.896 1.050
H -3.303 0.671 0.357
H -1.330 0.685 -1.152
H -2.000 -0.928 -0.499
H 1.512 1.088 -1.326
H 1.278 1.346 0.394
H 2.844 -0.541 0.846
H 2.247 -1.139 -0.767
H 3.263 0.402 -0.919
N 0.022 -0.387 -0.164
N 0.139 -1.776 0.119
O -0.890 -2.320 0.245

Results of the natural (NBO) charge analysis, in e, for atoms 1 through 5: -0.63 -0.28 -0.23 -0.63 0.22

=====

No. 5
Molecular formula: C4H10N2O
Method: DFT, wB97M-V/def2-TZVPD

Net charge: 0
HOMO-LUMO gap, eV: 9.6
SMILES: CN1NCC[C@@H]1O
Electronic energy, a.u.: -343.0806
HOMO energy, eV: -8.4985

Positions of all 17 atoms, in Å:
C 1.420 -0.306 0.427
C 1.301 0.793 -0.616
C 0.079 -1.052 0.251
C -2.046 0.157 0.108
N -0.046 1.297 -0.481
N -0.749 0.002 -0.382
O 0.177 -2.175 -0.606
H 2.424 -0.830 0.398
H 1.487 0.188 1.474
H 2.032 1.635 -0.673
H 1.331 0.356 -1.605
H -0.409 -1.452 1.265
H -2.571 1.126 -0.162
H -2.780 -0.612 -0.325
H -1.994 0.026 1.262
H -0.178 1.724 0.415
H 0.196 -2.017 -1.521

Results of the natural (NBO) charge analysis, in e, for atoms 1 through 5: -0.46 -0.25 0.24 -0.42 -0.43

=====

No. 6
Molecular formula: C4H10N2O
Method: DFT, wB97M-V/def2-TZVPD

Net charge: 0
HOMO-LUMO gap, eV: 9.7
SMILES: CNCC(=O)NC
Electronic energy, a.u.: -343.1249
HOMO energy, eV: -8.7535

Positions of all 17 atoms, in Å:
C -0.746 -1.960 1.049
N -0.887 -0.625 0.538
C -0.629 -0.385 -0.861
C -0.450 1.076 -1.150
N 0.562 1.733 -0.488
C 1.640 1.265 0.326
O -1.029 1.604 -2.087
H 0.086 -1.808 1.734
H -0.454 -2.875 0.383
H -1.585 -2.316 1.722
H -1.672 -0.073 0.824
H 0.219 -0.889 -1.345
H -1.360 -0.814 -1.562
H 0.502 2.706 -0.776
H 2.017 2.020 1.003
H 1.269 0.406 0.933
H 2.518 0.933 -0.243

Results of the natural (NBO) charge analysis, in e, for atoms 1 through 5: -0.43 -0.65 -0.32 0.66 -0.62

=====

No. 7
Molecular formula: C4H10N2O
Method: DFT, wB97M-V/def2-TZVPD

Net charge: 0
HOMO-LUMO gap, eV: 5.7
Electronic energy, a.u.: -342.9526
HOMO energy, eV: -7.8495

Positions of all 17 atoms, in Å:
C -0.011 -0.557 -2.609
N 0.033 0.541 -1.691
C -0.724 0.288 -0.524
C 0.107 -0.441 0.670
N -0.273 0.058 1.897
C 0.569 1.171 2.257
O -0.108 -1.836 0.605
H 0.400 -1.527 -2.243
H -1.060 -0.868 -2.791
H 0.655 -0.256 -3.436
H -1.642 -0.207 -0.821
H -0.899 1.257 -0.074
H 1.101 -0.099 0.412
H -0.684 -2.094 1.329
H 1.243 0.939 3.106
H 0.064 2.122 2.456
H 1.230 1.509 1.456

Results of the natural (NBO) charge analysis, in e, for atoms 1 through 5: -0.50 -0.25 -0.28 0.22 -0.38

=====

No. 8
Molecular formula: C4H10N2O
Method: DFT, wB97M-V/def2-TZVPD

Net charge: 0
HOMO-LUMO gap (alpha / beta), eV: 6.7 / 6.9
Electronic energy, a.u.: -342.9998
HOMO energy (alpha / beta), eV: -6.3097 / -6.4085

Positions of all 17 atoms, in Å:
C 0.013 -1.665 0.451
C -1.042 0.690 -1.433
N 1.575 -0.787 -0.474
C 0.800 0.121 0.272
C -0.329 0.834 -0.137
N 1.348 0.404 1.531
O -1.043 1.428 0.908
H -1.709 2.016 0.538
H 1.223 -0.827 -1.428
H 2.347 0.260 1.545
H 1.019 1.262 1.944
H 0.699 -2.433 0.777
H -0.606 -1.340 1.288
H -0.580 -1.949 -0.411
H -1.956 0.081 -1.349
H -1.341 1.670 -1.823
H -0.418 0.232 -2.200

Results of the natural (NBO) charge analysis, in e, for atoms 1 through 5: -0.34 -0.66 -0.65 0.26 0.10